Computed, not measured: C12H22F6N8OPdSSb as an isolated structure at a distorted geometry, with ωB97M-V with the def2-TZVPD basis set.

CARTESIAN COORDINATES (ANGSTROEM)
Pd1 -0.60429 -0.39079 0.12365
O1 1.46594 0.79892 0.61669
C1 1.62559 1.17464 1.97465
C2 0.27692 1.50284 2.55644
C3 0.14503 2.41581 3.60243
C4 -1.11020 2.67561 4.12079
C5 -2.20743 2.00539 3.59572
C6 -2.00060 1.11462 2.55655
N1 -0.79240 0.88530 2.05542
H1 2.31177 0.48460 0.26515
H2 2.28709 2.04838 2.03523
H3 2.06814 0.36335 2.57449
H4 1.02188 2.91726 3.97960
H5 -1.23438 3.39028 4.92191
H6 -3.20180 2.16246 3.98093
H7 -2.82293 0.55823 2.12372
C7 -3.89580 0.89309 -5.38778
C8 -3.83898 -0.11288 -4.24581
N2 -2.91157 0.33965 -3.21197
C9 -1.65590 0.04367 -2.92272
S1 -0.93277 1.09407 -1.68832
N3 -0.85197 -0.84500 -3.46415
C10 -1.05667 -1.76522 -4.57870
C11 -1.63752 -3.10185 -4.12859
H8 -4.59480 0.54246 -6.14157
H9 -2.92157 1.01575 -5.85379
H10 -4.23878 1.86056 -5.02885
H11 -3.57229 -1.10300 -4.60400
H12 -4.82238 -0.17457 -3.77246
H13 -3.25947 1.16589 -2.73647
H14 0.05709 -0.94559 -3.01813
H15 -0.07504 -1.94184 -5.02014
H16 -1.68706 -1.29380 -5.33284
H17 -0.98623 -3.57919 -3.39991
H18 -1.71210 -3.76140 -4.99012
H19 -2.62464 -2.98413 -3.68706
F1 1.43606 -1.23266 -1.12848
Sb1 1.20457 -3.08013 -0.34404
F2 -0.64371 -2.58863 -1.02688
F3 1.56176 -3.70862 -2.08225
F4 2.93312 -2.96737 0.37019
F5 0.34394 -4.55917 0.47187
F6 0.59246 -2.02859 1.28910
N4 -3.27935 -3.69382 2.40596
N5 -3.18711 -2.91851 1.33865
N6 -3.92135 -3.10253 0.27448
C12 -3.58920 -2.09812 -0.51293
N7 -2.68811 -1.31531 0.08224
N8 -2.43929 -1.85414 1.26737
H20 -3.83912 -4.52570 2.27118
H21 -2.45607 -3.77682 2.98764
H22 -4.00086 -1.94069 -1.48933

Output
LUMO level (spin up / spin down)	-10.1 / -9.3	eV
charge	+2
HOMO-LUMO gap (spin up / spin down)	5.54 / 6.43	eV
spin multiplicity	2
ΔE to the lowest compared entry with this formula, charge and spin	0.000	eV
expectation value of S²	0.94